(1)
The following is a quantum chemistry calculation of a molecular structure, C6H8FNO2, from OMol25.

Atoms and positions in Å:
C: -0.545 -0.169 2.845
C: -0.373 -0.778 1.681
C: 1.634 -0.227 -0.925
C: -0.817 -0.937 -1.021
C: -0.915 -0.437 0.410
C: 0.256 0.083 -1.183
N: -0.085 1.336 -1.591
O: 2.517 0.801 -1.259
O: 2.015 -1.243 -0.361
F: -1.748 0.639 0.471
H: -0.137 -0.590 3.664
H: -0.996 0.843 2.869
H: 0.146 -1.644 1.382
H: -0.501 -1.970 -1.073
H: -1.734 -0.759 -1.620
H: 0.278 2.010 -0.942
H: -1.016 1.469 -1.645
H: 2.023 1.573 -1.702

ΔE to the lowest compared entry with this formula, charge and spin = 2.918 eV
E_LUMO = -0.273 eV
HOMO = -0.27824 Eh

(2)
The following is a quantum chemistry calculation of CH4FINP in the gas phase, from OMol25.

Atoms and positions in Å:
C: 0.140 0.071 -0.319
N: -0.591 0.785 0.773
F: -1.852 2.245 -0.751
P: -2.063 1.489 0.645
I: -3.908 -0.462 -0.381
H: -0.533 -0.801 -0.627
H: 0.335 0.738 -1.058
H: 1.087 -0.092 0.275
H: -0.267 0.431 1.649

ΔE to the lowest compared entry with this formula, charge and spin = 0.292 eV
SMILES = CNP(F)I
E_LUMO = -0.471 eV
HOMO = -0.32699 Eh

(3)
The following is a quantum chemistry calculation of C12H14ClFN2O3S in the gas phase, from OMol25.

Atoms and positions in Å:
C: -0.553 -2.860 2.605
C: -0.599 -2.535 1.328
C: 0.422 -2.953 0.312
N: 0.954 -1.791 -0.375
C: 0.627 -1.495 -1.645
O: 0.024 -2.237 -2.389
C: 1.094 -0.098 -2.081
N: 0.867 0.882 -1.039
C: -0.413 0.996 -0.489
C: -1.532 0.620 -1.236
C: -2.810 0.759 -0.720
C: -2.983 1.277 0.558
C: -1.884 1.640 1.313
C: -0.608 1.503 0.797
H: 0.232 1.738 1.425
H: -2.036 2.020 2.310
F: -4.216 1.418 1.074
Cl: -4.171 0.283 -1.662
H: -1.431 0.202 -2.223
S: 2.235 1.340 -0.159
O: 3.371 1.008 -0.959
O: 2.187 0.787 1.165
C: 2.087 3.138 -0.105
H: 2.447 3.503 -1.058
H: 1.053 3.413 0.053
H: 2.710 3.501 0.703
H: 2.169 -0.116 -2.265
H: 0.590 0.183 -3.009
H: 1.439 -1.114 0.198
H: -0.042 -3.579 -0.457
H: 1.238 -3.504 0.786
H: -1.396 -1.915 0.939
H: -1.309 -2.541 3.302
H: 0.238 -3.473 3.005

ΔE to the lowest compared entry with this formula, charge and spin = 0.071 eV
SMILES = C=CCNC(=O)CN(c1ccc(F)c(Cl)c1)S(C)(=O)=O
E_LUMO = 0.398 eV
HOMO = -0.32949 Eh

(4)
The following is a quantum chemistry calculation of a molecular structure, C14H23ClFN2O3, from OMol25.

Atoms and positions in Å:
C: 2.225 1.367 -2.588
C: 1.303 0.191 -2.514
C: -0.114 0.405 -2.765
C: -1.013 -0.777 -2.819
C: -2.427 -0.453 -3.299
C: -2.855 0.906 -2.799
O: -1.922 1.960 -3.155
C: -0.593 1.700 -3.292
O: 0.124 2.556 -3.789
O: 1.674 -0.919 -2.097
H: 1.833 2.198 -1.988
H: 3.205 1.066 -2.209
H: 2.302 1.712 -3.623
H: -0.568 -1.546 -3.466
H: -1.066 -1.198 -1.802
H: -2.461 -0.495 -4.396
H: -3.121 -1.208 -2.920
H: -3.803 1.218 -3.247
H: -2.959 0.905 -1.704
Cl: 1.852 -0.376 5.371
C: 0.813 -1.363 4.299
N: 0.582 -0.719 2.972
C: -0.152 0.613 3.107
C: -0.430 1.170 1.746
N: 0.108 0.192 0.784
F: -0.256 0.772 -0.670
C: -0.576 -1.113 0.836
C: -0.298 -1.666 2.199
C: 1.575 0.094 0.877
C: 1.874 -0.527 2.202
H: 1.319 -2.329 4.136
H: -0.148 -1.508 4.798
H: -1.072 0.410 3.662
H: 0.496 1.267 3.708
H: -1.500 1.271 1.536
H: 0.081 2.111 1.556
H: -1.641 -0.921 0.667
H: -0.166 -1.724 0.030
H: 0.238 -2.625 2.143
H: -1.217 -1.799 2.781
H: 1.928 -0.509 0.036
H: 1.968 1.112 0.788
H: 2.531 0.098 2.820
H: 2.328 -1.520 2.089

ΔE to the lowest compared entry with this formula, charge and spin = 2.673 eV
charge = +1
E_LUMO = -3.739 eV
HOMO = -0.36762 Eh

(5)
The following is a quantum chemistry calculation of a molecular structure, C15H27BF4N5O4V, from OMol25.

Atoms and positions in Å:
V: 0.242 0.125 -0.302
C: 2.867 1.091 -1.537
N: 1.484 0.815 -1.993
C: 1.543 -0.094 -3.159
C: 0.835 2.097 -2.385
C: -0.672 1.954 -2.426
N: -1.212 1.679 -1.068
C: -2.622 1.216 -1.183
C: -1.250 2.932 -0.277
H: 3.428 1.610 -2.319
H: 3.368 0.148 -1.322
H: 2.844 1.700 -0.638
H: 2.127 0.368 -3.959
H: 0.547 -0.323 -3.528
H: 2.029 -1.025 -2.874
H: 1.208 2.424 -3.360
H: 1.128 2.847 -1.652
H: -0.964 1.126 -3.071
H: -1.120 2.864 -2.835
H: -3.238 2.030 -1.576
H: -2.990 0.941 -0.197
H: -2.698 0.365 -1.847
H: -1.920 3.642 -0.765
H: -0.264 3.369 -0.176
H: -1.636 2.720 0.718
N: 1.071 -1.967 -0.361
C: 2.303 -2.482 0.274
C: 2.309 -2.142 1.746
N: 2.230 -0.691 1.921
H: 0.279 -2.437 0.078
H: 1.012 -2.274 -1.330
H: 3.162 -2.028 -0.224
H: 2.376 -3.561 0.138
H: 3.183 -2.605 2.211
H: 1.427 -2.584 2.216
H: 3.114 -0.248 1.700
H: 2.017 -0.444 2.880
O: -3.147 -0.042 5.763
C: -2.565 -0.991 5.215
O: -2.352 -2.173 5.551
C: -2.040 -0.693 3.821
C: -2.339 -1.524 2.741
C: -1.778 -1.285 1.510
N: -0.893 -0.288 1.317
C: -0.613 0.536 2.357
C: -1.178 0.387 3.591
C: 0.420 1.581 2.034
O: 0.805 2.406 2.803
O: 0.874 1.474 0.757
H: -2.996 -2.372 2.884
H: -2.021 -1.889 0.643
H: -0.952 1.094 4.380
F: -0.958 -0.974 -1.521
B: -1.396 -1.945 -2.650
F: -1.561 -1.129 -3.752
F: -2.538 -2.522 -2.188
F: -0.318 -2.812 -2.769

ΔE to the lowest compared entry with this formula, charge and spin = 0.000 eV
2S+1 = 3
E_LUMO (alpha / beta) = -1.218 / -0.683 eV
HOMO (alpha / beta) = -0.29027 / -0.29027 Eh

(6)
The following is a quantum chemistry calculation of a molecular structure, C11H14F6NO5P2RuS3, from OMol25.

Atoms and positions in Å:
Ru: -0.601 0.159 -0.039
C: 2.925 4.551 -2.697
C: 2.758 4.117 -1.268
O: 2.436 2.671 -1.280
P: 1.807 1.923 -0.086
S: 1.708 -0.042 -0.438
S: -0.225 2.319 0.120
O: 2.578 2.410 1.170
C: 2.221 2.196 2.586
C: 2.575 0.810 3.055
H: 3.200 5.606 -2.713
H: 1.999 4.427 -3.257
H: 3.715 3.982 -3.183
H: 1.943 4.641 -0.767
H: 3.669 4.223 -0.684
H: 1.159 2.421 2.694
H: 2.796 2.961 3.099
H: 1.949 0.042 2.604
H: 2.431 0.769 4.135
H: 3.620 0.583 2.843
O: -2.091 0.520 -1.315
C: -3.008 0.440 -0.409
N: -2.483 0.384 0.783
S: -3.665 0.094 1.976
O: -3.464 -1.197 2.530
O: -3.739 1.253 2.798
C: -4.962 0.102 0.751
C: -6.308 -0.068 0.975
C: -7.144 -0.027 -0.139
C: -6.641 0.179 -1.419
C: -5.279 0.357 -1.633
C: -4.452 0.313 -0.526
H: -6.702 -0.231 1.969
H: -8.208 -0.162 -0.003
H: -7.320 0.199 -2.260
H: -4.878 0.513 -2.624
F: -0.597 -1.560 1.083
P: -0.867 -2.931 -0.072
F: -1.004 -3.901 1.129
F: -2.389 -2.497 -0.019
F: 0.707 -3.033 -0.107
F: -1.076 -3.921 -1.247
F: -0.681 -1.591 -1.199

ΔE to the lowest compared entry with this formula, charge and spin = 0.000 eV
charge = +1
E_LUMO (alpha / beta) = -6.443 / -6.443 eV
HOMO (alpha / beta) = -0.48205 / -0.48205 Eh

(7)
The following is a quantum chemistry calculation of C4H10BNO in the gas phase, from OMol25.

Atoms and positions in Å:
B: 1.643 0.470 -0.154
C: -0.401 -0.699 0.360
C: -0.557 -0.856 -1.103
C: -1.078 0.176 -1.997
C: 0.320 0.426 2.201
N: 0.577 0.306 0.784
O: 1.600 -0.145 -1.287
H: 2.547 1.166 0.212
H: -1.284 -0.371 0.773
H: -0.198 -1.636 0.812
H: -0.136 -1.651 -1.579
H: -0.865 -0.059 -3.024
H: -0.705 1.182 -1.695
H: -2.184 0.266 -1.914
H: 0.428 -0.563 2.696
H: 0.967 1.162 2.600
H: -0.675 0.826 2.316

ΔE to the lowest compared entry with this formula, charge and spin = 2.536 eV
E_LUMO (alpha / beta) = -0.880 / -0.879 eV
HOMO (alpha / beta) = -0.32145 / -0.32147 Eh

(8)
The following is a quantum chemistry calculation of a molecular structure, C4H9NO2, from OMol25.

Atoms and positions in Å:
C: -1.028 1.389 1.343
C: 0.110 0.718 -0.398
O: 0.979 1.733 -0.581
C: 0.792 -0.478 0.240
N: 0.191 -1.719 -0.217
C: 0.142 -1.991 -1.547
O: 0.680 -1.317 -2.403
H: -1.659 0.614 1.789
H: -1.571 2.330 1.222
H: -0.115 1.546 1.917
H: -0.988 0.997 0.017
H: 0.622 2.297 -1.280
H: 1.839 -0.442 -0.078
H: 0.785 -0.484 1.335
H: -0.344 -2.286 0.419
H: -0.435 -2.907 -1.779

ΔE to the lowest compared entry with this formula, charge and spin = 4.806 eV
E_LUMO = 0.830 eV
HOMO = -0.28444 Eh

(9)
The following is a quantum chemistry calculation of C4H8O2 in the gas phase, from OMol25.

Atoms and positions in Å:
C: -0.725 -1.576 0.859
C: -0.280 0.019 0.795
O: 0.664 0.774 1.590
C: -0.097 0.211 -0.703
O: -0.621 -0.618 -1.415
C: 0.677 1.312 -1.388
H: -1.550 -1.848 0.156
H: -1.112 -1.820 1.843
H: 0.066 -2.272 0.551
H: -1.190 0.511 1.139
H: 1.607 0.644 1.412
H: 0.003 1.711 -2.153
H: 1.505 0.841 -1.931
H: 1.054 2.113 -0.755

ΔE to the lowest compared entry with this formula, charge and spin = 1.890 eV
SMILES = CC(=O)[C@@H](C)O
E_LUMO = 0.620 eV
HOMO = -0.35164 Eh

(10)
The following is a quantum chemistry calculation of a molecular structure, C35H26Cl3MnN4O3P, from OMol25.

Atoms and positions in Å:
Mn: -0.204 -0.036 0.403
C: 3.833 -1.097 1.218
C: 2.386 -0.785 1.258
N: 1.765 -0.058 0.403
N: 2.387 0.568 -0.651
C: 1.459 1.119 -1.384
O: 0.182 1.036 -1.104
C: 1.840 1.875 -2.593
C: 3.167 1.911 -3.018
C: 3.508 2.636 -4.146
C: 2.531 3.328 -4.851
C: 1.209 3.290 -4.431
C: 0.861 2.563 -3.303
C: 1.482 -1.308 2.306
C: 1.877 -2.135 3.334
C: 0.944 -2.476 4.303
C: -0.344 -1.972 4.225
C: -0.683 -1.181 3.143
N: 0.207 -0.878 2.200
H: 4.308 -0.558 0.405
H: 3.934 -2.179 1.070
H: 4.307 -0.835 2.165
H: 3.914 1.363 -2.460
H: 4.538 2.662 -4.480
H: 2.802 3.899 -5.730
H: 0.449 3.829 -4.981
H: -0.163 2.525 -2.960
H: 2.882 -2.531 3.346
H: 1.222 -3.139 5.111
H: -1.088 -2.202 4.974
H: -1.679 -0.784 3.003
O: -3.192 2.581 1.046
C: -2.896 1.428 0.837
O: -1.689 0.957 1.028
C: -3.963 0.448 0.377
C: -5.265 0.949 0.366
C: -6.328 0.170 -0.045
C: -6.104 -1.132 -0.476
C: -4.817 -1.637 -0.481
C: -3.735 -0.868 -0.041
P: -2.083 -1.660 -0.098
C: -2.159 -2.992 1.143
C: -3.222 -3.160 2.027
C: -3.151 -4.125 3.025
C: -2.022 -4.923 3.150
C: -0.951 -4.751 2.281
C: -1.017 -3.786 1.290
C: -2.120 -2.491 -1.716
C: -2.306 -3.856 -1.883
C: -2.282 -4.408 -3.159
C: -2.072 -3.599 -4.264
C: -1.884 -2.231 -4.100
C: -1.899 -1.680 -2.831
H: -5.410 1.973 0.683
H: -7.332 0.577 -0.044
H: -6.926 -1.749 -0.815
H: -4.642 -2.646 -0.836
H: -4.104 -2.537 1.952
H: -3.984 -4.249 3.706
H: -1.974 -5.674 3.929
H: -0.046 -5.339 2.374
H: -0.150 -3.641 0.656
H: -2.459 -4.495 -1.022
H: -2.420 -5.474 -3.285
H: -2.045 -4.034 -5.255
H: -1.710 -1.599 -4.961
H: -1.722 -0.617 -2.698
Cl: 3.716 -4.212 -2.041
C: 2.141 -4.216 -1.398
Cl: 1.261 -5.674 -1.403
Cl: 2.674 -3.956 1.322
C: 1.436 -3.008 -1.337
N: 0.843 -2.036 -1.141

2S+1 = 6
E_LUMO (alpha / beta) = -1.149 / -1.203 eV
HOMO (alpha / beta) = -0.28451 / -0.30489 Eh

(11)
The following is a quantum chemistry calculation of a molecular structure, C30H37F3NO9SbTi, from OMol25.

Atoms and positions in Å:
Ti: 0.431 0.096 0.552
O: 2.721 2.653 -2.587
C: 2.398 1.846 -1.702
O: 1.275 1.741 -1.131
C: 3.475 0.878 -1.184
C: 3.545 0.971 0.348
C: 4.863 0.385 0.856
C: 4.642 -1.130 0.606
C: 3.210 -1.154 0.064
O: 2.613 -0.045 0.777
C: 3.161 -0.645 -1.380
C: 1.784 -0.913 -2.001
O: 1.706 -1.169 -3.195
O: 0.788 -0.860 -1.189
H: 4.428 1.142 -1.641
H: 3.232 1.923 0.766
H: 4.990 0.593 1.919
H: 5.719 0.789 0.315
H: 4.707 -1.699 1.534
H: 5.347 -1.552 -0.111
H: 2.629 -2.052 0.265
H: 3.907 -1.120 -2.015
O: -0.747 1.314 1.171
O: 0.595 1.692 1.456
O: -3.227 0.002 0.338
C: -2.634 -1.061 0.288
C: -3.369 -2.392 0.082
C: -2.267 -3.433 0.128
C: -0.996 -2.607 0.331
O: 0.109 -3.110 0.435
N: -1.287 -1.269 0.387
H: -3.885 -2.345 -0.878
H: -4.124 -2.499 0.861
H: -2.160 -4.006 -0.794
H: -2.354 -4.141 0.953
F: 2.697 -4.451 8.824
C: 1.581 -4.794 8.138
F: 1.693 -6.110 7.883
F: 0.572 -4.669 9.033
C: 1.377 -3.969 6.917
C: 1.382 -4.535 5.647
C: 1.194 -3.742 4.530
C: 1.001 -2.357 4.648
C: 1.003 -1.803 5.940
C: 1.188 -2.595 7.054
C: 0.801 -1.559 3.491
C: 0.644 -0.955 2.444
H: 1.525 -5.602 5.535
H: 1.184 -4.175 3.538
H: 0.851 -0.737 6.042
H: 1.183 -2.152 8.043
C: -0.432 4.606 -1.490
C: -0.604 3.746 -2.739
C: -1.240 4.534 -3.876
Sb: -1.605 1.871 -2.238
C: -3.634 2.712 -2.053
C: -4.691 1.718 -2.524
C: -3.864 3.061 -0.583
C: -1.738 1.153 -4.307
C: -0.347 1.230 -4.933
C: -2.217 -0.298 -4.291
H: 0.201 5.475 -1.714
H: 0.045 4.033 -0.695
H: -1.391 4.987 -1.126
H: 0.390 3.402 -3.031
H: -2.229 4.910 -3.600
H: -1.356 3.933 -4.783
H: -0.622 5.405 -4.130
H: -3.699 3.616 -2.665
H: -4.611 0.784 -1.960
H: -4.595 1.490 -3.588
H: -5.702 2.116 -2.357
H: -3.759 2.169 0.038
H: -4.873 3.472 -0.433
H: -3.147 3.797 -0.218
H: -2.440 1.774 -4.874
H: 0.376 0.650 -4.352
H: 0.026 2.254 -4.995
H: -0.357 0.810 -5.948
H: -1.517 -0.915 -3.721
H: -2.262 -0.706 -5.310
H: -3.205 -0.411 -3.839

ΔE to the lowest compared entry with this formula, charge and spin = 0.520 eV
charge = -2
E_LUMO = 4.077 eV
HOMO = -0.08143 Eh

(12)
The following is a quantum chemistry calculation of a molecular structure, C9H7NO4SYb, from OMol25.

Atoms and positions in Å:
Yb: 1.146 -0.670 -0.153
O: -1.552 -1.887 1.748
C: -0.578 -1.618 1.198
C: 1.147 1.519 -1.096
O: 0.889 2.565 -1.511
C: -0.332 -1.216 -1.953
O: -1.058 -1.441 -2.816
C: 1.530 0.469 1.950
O: 1.694 1.033 2.945
C: 2.762 -2.466 -0.176
H: 2.973 -2.615 0.895
H: 2.216 -3.306 -0.634
C: 3.303 -1.460 -0.904
H: 3.233 -1.412 -2.006
H: 3.997 -0.709 -0.480
S: -2.701 2.581 1.234
C: -3.493 1.787 -0.112
C: -2.645 0.857 -0.680
N: -1.391 0.798 -0.092
C: -1.273 1.667 0.904
H: -4.511 2.039 -0.397
H: -2.893 0.216 -1.522
H: -0.371 1.840 1.495

charge = +3
2S+1 = 2
E_LUMO (alpha / beta) = -14.116 / -14.643 eV
HOMO (alpha / beta) = -0.71880 / -0.71880 Eh

Number 1: calculated total energy -14651.352 eV. Number 2: calculated total energy -22699.762 eV. Number 3: calculated total energy -47868.373 eV. Number 4: calculated total energy -39242.098 eV. Number 5: calculated total energy -68877.011 eV. Number 6: calculated total energy -93331.683 eV. Number 7: calculated total energy -8522.662 eV. Number 8: calculated total energy -9875.254 eV. Number 9: calculated total energy -8371.392 eV. Number 10: calculated total energy -126997.022 eV. Number 11: calculated total energy -89436.654 eV. Number 12: calculated total energy -61457.209 eV.